This record from the Open Molecules 2025 dataset describes a 2-piece molecular cluster, C8H9N2O2S overall in a non-equilibrium geometry. The level of theory is ωB97M-V/def2-TZVPD.

As for the HOMO energy (spin up / spin down): -0.418 / -0.418 hartree. The max |F| is 5.37 eV/Å. The total charge is +1.

Each line ends with the natural charge from an NBO analysis.
Cartesian coordinates (Å):
H  -3.404  1.570  1.744  0.2084
C  -1.622  -0.963  2.501  -0.2464
H  -4.416  0.199  1.316  0.2261
C  2.476  -0.183  -1.907  0.5712
C  -1.405  -0.045  0.214  0.3327
O  1.956  -1.025  1.805  -0.8937
H  -1.297  -1.608  3.335  0.2508
N  3.667  -0.646  -1.642  -0.7545
C  -3.304  0.528  1.417  -0.1203
H  0.997  -0.150  -3.264  0.4383
O  -2.690  0.334  0.146  -0.4480
S  0.859  -1.204  0.901  1.3644
N  1.989  -0.174  -3.092  -0.7478
H  4.181  -0.650  -0.768  0.4478
H  -0.853  0.994  -1.616  0.2806
C  -2.784  -0.290  2.565  -0.1392
C  -0.828  -0.792  1.293  -0.3375
H  4.337  -0.606  -2.345  0.3962
H  -3.219  -0.243  3.518  0.2379
C  -0.459  0.295  -0.826  -0.3506
C  0.778  0.038  -0.397  -0.1247
H  2.611  -0.241  -3.876  0.4082